The following is a DFT calculation (the ωB97M-V functional and the def2-TZVPD basis) of an isolated molecule of C9H7NO2 at a distorted geometry.

Calculated values
Kohn-Sham gap in eV: 8.7950
Relative energy (zero: lowest compared OMol25 entry of this formula, charge and spin) in kcal per mole: 11.98
SMILES string: O=c1cc(O)c2ccccc2[nH]1
E_HOMO in eV: -8.48
LUMO level in eV: 0.31

Cartesian coordinates (Å):
1 O 3.41285 0.25877 0.14493
2 C 2.21884 -0.05577 0.09064
3 C 1.54714 -0.75812 1.17351
4 C 0.20011 -0.87623 1.26620
5 O -0.48347 -1.56448 2.17532
6 C -0.63747 -0.20920 0.23474
7 C -2.08405 -0.08662 0.42386
8 C -2.79097 0.54728 -0.54124
9 C -2.20601 1.18349 -1.66663
10 C -0.81958 1.03627 -1.86389
11 C -0.00979 0.34376 -0.90304
12 N 1.35728 0.32094 -0.97984
13 H 2.29775 -1.10450 1.94653
14 H 0.08381 -1.72612 2.98674
15 H -2.54010 -0.59099 1.28183
16 H -3.91418 0.63141 -0.42549
17 H -2.76556 1.79474 -2.44917
18 H -0.35671 1.54127 -2.64780
19 H 1.74956 0.90408 -1.68067

Force components x, y, z for each atom (eV/Å):
-1.54 -0.51 -0.77
0.10 1.02 0.10
1.09 -0.50 1.06
0.26 0.98 -2.08
0.67 -0.29 2.25
-1.19 -0.36 0.63
2.73 -0.98 -0.36
-2.73 1.25 -0.74
1.36 -0.22 -0.68
-1.30 -0.71 2.16
-1.67 0.25 0.84
0.81 -0.43 0.85
-1.27 0.19 -0.84
-0.87 0.13 -1.47
0.15 0.40 -0.40
1.44 -0.10 -0.11
0.54 -1.07 1.42
0.78 0.65 -1.35
0.66 0.32 -0.52